No. 1
Below is a molecular structure, C36H38N6OZr, with properties calculated with wB97M-V/def2-TZVPD.

XYZ file:
```
82
Properties=species:S:1:pos:R:3:forces:R:3
Zr 0.234 -0.555 -0.212 0.067 0.167 0.057
N -5.705 7.884 -0.940 -0.005 -0.003 -0.001
C -4.997 6.981 -0.893 0.006 0.006 0.003
C -4.112 5.849 -0.829 -0.003 -0.004 -0.004
C -3.295 5.545 -1.915 0.008 -0.005 -0.002
C -2.456 4.446 -1.856 -0.019 0.008 0.002
C -2.412 3.660 -0.705 0.036 -0.014 -0.016
C -3.221 3.979 0.383 -0.006 -0.005 0.013
C -4.078 5.064 0.320 -0.003 0.008 0.004
C -1.489 2.499 -0.635 -0.023 0.001 0.015
C -0.512 2.519 0.339 0.049 0.016 0.055
C -0.193 3.589 1.225 0.014 -0.009 -0.012
C 0.868 3.186 1.997 -0.015 -0.023 -0.037
C 1.193 1.884 1.574 -0.083 0.042 -0.062
N 0.394 1.473 0.583 -0.020 -0.050 -0.045
C -1.681 1.467 -1.602 -0.053 0.048 0.007
C -2.704 1.405 -2.545 0.009 0.014 -0.038
C -2.465 0.293 -3.362 0.002 -0.001 -0.023
C -1.313 -0.296 -2.891 0.021 -0.017 0.030
N -0.819 0.377 -1.806 -0.061 0.074 -0.018
H -3.320 6.169 -2.798 -0.002 0.002 0.000
H -1.817 4.212 -2.697 0.002 -0.001 0.000
H -3.189 3.369 1.277 -0.001 0.001 -0.002
H -4.719 5.309 1.156 0.001 0.000 0.001
H -0.688 4.546 1.246 0.008 -0.001 0.003
H 1.377 3.746 2.764 -0.002 0.009 -0.001
H 1.978 1.246 1.957 -0.009 -0.015 0.003
H -3.519 2.105 -2.632 0.000 0.000 -0.001
H -3.044 -0.028 -4.213 -0.002 0.000 -0.001
H -0.803 -1.164 -3.280 -0.007 -0.009 0.006
C -2.513 -1.235 3.313 0.024 0.010 -0.004
C -2.273 -1.286 1.844 -0.023 -0.029 -0.045
O -1.236 -0.768 1.354 0.123 -0.123 0.044
N -3.152 -1.873 1.050 0.012 0.027 0.033
C -2.999 -1.913 -0.405 0.006 -0.041 0.002
C -2.012 -2.966 -0.865 -0.056 -0.017 -0.011
C -2.473 -4.194 -1.304 -0.005 0.058 0.025
C -1.567 -5.162 -1.712 -0.022 -0.092 -0.035
C -0.215 -4.879 -1.665 0.078 0.074 0.025
C 0.180 -3.632 -1.219 -0.132 -0.022 -0.007
N -0.693 -2.683 -0.830 0.082 0.112 -0.007
H -2.404 -0.203 3.645 -0.010 0.000 0.002
H -1.737 -1.821 3.806 -0.007 0.008 0.015
H -3.491 -1.615 3.597 -0.003 -0.005 -0.006
H -3.989 -2.255 1.463 0.009 -0.027 -0.007
H -2.721 -0.919 -0.760 0.020 0.005 0.004
H -3.977 -2.136 -0.824 0.004 0.003 -0.009
H -3.536 -4.390 -1.335 -0.001 0.011 0.007
H -1.920 -6.123 -2.061 0.013 -0.001 -0.001
H 0.531 -5.599 -1.970 -0.013 -0.013 -0.002
H 1.226 -3.360 -1.169 0.018 -0.022 -0.008
C 1.173 -2.787 3.782 0.005 0.006 0.007
C 2.037 -1.920 2.911 -0.051 0.010 -0.024
C 3.120 -1.237 3.430 0.008 0.017 -0.014
C 3.996 -0.520 2.603 -0.005 -0.015 0.030
C 5.183 0.189 3.191 -0.001 -0.004 0.003
C 3.742 -0.432 1.242 -0.003 0.009 0.020
C 2.642 -1.090 0.685 0.036 -0.050 -0.075
C 1.815 -1.855 1.528 0.056 -0.027 -0.004
N 2.168 -0.931 -0.635 -0.130 -0.062 0.044
C 3.050 -0.782 -1.827 -0.094 -0.032 -0.069
C 4.085 -1.903 -1.833 -0.007 0.016 -0.028
C 3.720 0.595 -1.883 0.014 0.009 -0.018
C 2.130 -0.910 -3.048 0.136 -0.024 0.108
H 0.885 -2.263 4.694 0.000 0.001 0.000
H 1.714 -3.684 4.084 0.000 0.002 0.000
H 0.271 -3.108 3.258 0.005 -0.001 -0.006
H 3.327 -1.294 4.492 0.000 0.005 0.001
H 5.463 -0.236 4.152 0.001 -0.001 0.001
H 4.955 1.246 3.350 -0.001 -0.002 0.006
H 6.042 0.136 2.524 -0.001 0.002 -0.001
H 4.399 0.157 0.621 -0.010 -0.013 0.033
H 1.112 -2.565 1.088 0.006 -0.002 0.041
H 4.726 -1.863 -0.952 -0.004 -0.004 0.003
H 4.720 -1.813 -2.714 0.003 -0.003 0.003
H 3.601 -2.882 -1.864 0.008 -0.007 0.002
H 4.579 0.673 -1.220 -0.008 0.014 -0.023
H 3.008 1.385 -1.636 -0.003 0.001 -0.002
H 4.085 0.774 -2.894 0.006 -0.001 0.002
H 1.564 -1.846 -3.017 -0.004 0.002 -0.010
H 2.720 -0.917 -3.964 0.009 0.000 0.007
H 1.443 -0.064 -3.113 0.001 0.002 0.009
```
Positions in Å, forces in eV/Å.

The gap between HOMO and LUMO is 6.9 eV. As for the total charge: +2. The max |F| comes out at 0.189 eV/Å.

The molecule's Mulliken atomic charges, reported in e, are given here: atom 1 (Zr): 0.1640, atom 2 (N): -0.4392, atom 3 (C): -0.2022, atom 4 (C): 0.5092, atom 5 (C): -0.8875, atom 6 (C): -0.2584, atom 7 (C): 0.5847, atom 8 (C): -0.2560, atom 9 (C): -0.9154, atom 10 (C): 1.2248, atom 11 (C): -0.1752, atom 12 (C): -0.8270, atom 13 (C): -1.4618, atom 14 (C): -0.4369, atom 15 (N): 0.9277, atom 16 (C): -0.4825, atom 17 (C): -0.1993, atom 18 (C): -1.7092, atom 19 (C): -0.3857, atom 20 (N): 0.3873, atom 21 (H): 0.4816, atom 22 (H): 0.5735, atom 23 (H): 0.5206, atom 24 (H): 0.4741, atom 25 (H): 0.6443, atom 26 (H): 0.5149, atom 27 (H): 0.3809, atom 28 (H): 0.7268, atom 29 (H): 0.5239, atom 30 (H): 0.4957, atom 31 (C): -1.1715, atom 32 (C): 0.5361, atom 33 (O): -0.6093, atom 34 (N): -0.0206, atom 35 (C): -0.4968, atom 36 (C): 0.7764, atom 37 (C): -0.9350, atom 38 (C): -0.4985, atom 39 (C): -1.2294, atom 40 (C): -0.2296, atom 41 (N): 0.8626, atom 42 (H): 0.3194, atom 43 (H): 0.1485, atom 44 (H): 0.4522, atom 45 (H): 0.3088, atom 46 (H): -0.6479, atom 47 (H): 0.7544, atom 48 (H): 0.5451, atom 49 (H): 0.4536, atom 50 (H): 0.5273, atom 51 (H): 0.5224, atom 52 (C): -1.7658, atom 53 (C): 0.1165, atom 54 (C): -0.7996, atom 55 (C): 0.5392, atom 56 (C): -1.6995, atom 57 (C): -0.7469, atom 58 (C): 0.5463, atom 59 (C): 1.0480, atom 60 (N): 1.3424, atom 61 (C): 0.9432, atom 62 (C): -1.5170, atom 63 (C): -1.5507, atom 64 (C): -1.5603, atom 65 (H): 0.4027, atom 66 (H): 0.4336, atom 67 (H): 0.2291, atom 68 (H): 0.4892, atom 69 (H): 0.4098, atom 70 (H): 0.3380, atom 71 (H): 0.3674, atom 72 (H): 0.1851, atom 73 (H): 0.0090, atom 74 (H): 0.3490, atom 75 (H): 0.4631, atom 76 (H): 0.3041, atom 77 (H): 0.4456, atom 78 (H): 0.1999, atom 79 (H): 0.4859, atom 80 (H): 0.2165, atom 81 (H): 0.6137, atom 82 (H): 0.2962



No. 2
Below is a molecular structure, C18H41Cl2GeN3PdSSeSi3 in a non-equilibrium geometry, with properties calculated with wB97M-V/def2-TZVPD.

XYZ file:
```
71
Properties=species:S:1:pos:R:3:forces:R:3
Pd -0.911 1.878 0.118 0.636 -0.897 0.442
C 3.734 0.409 -2.709 -0.412 0.009 -0.143
Si 1.887 0.192 -2.992 -0.776 0.091 1.169
C 1.358 -1.573 -3.372 0.122 0.378 -0.065
C 0.933 1.538 -3.898 0.386 -0.344 -0.138
Ge 1.070 0.690 -0.443 1.141 -0.553 -1.254
Si 2.255 -0.772 1.524 -0.398 0.394 0.027
C 1.159 -0.059 2.896 0.371 -0.371 -0.058
C 1.933 -2.567 1.066 -0.048 0.451 -0.099
C 4.082 -0.345 1.506 -0.457 0.035 0.008
Si 2.166 3.222 0.157 -0.175 0.635 0.647
C 1.603 4.219 -1.343 0.171 -0.426 0.280
C 4.032 3.123 0.348 -0.445 -0.434 -0.105
C 1.324 3.561 1.825 0.191 0.024 -0.422
H 4.264 0.229 -3.646 0.017 -0.006 -0.076
H 4.121 -0.305 -1.982 -0.041 -0.068 0.021
H 3.992 1.416 -2.382 -0.031 0.060 -0.022
H 1.894 -1.932 -4.253 0.047 -0.018 -0.035
H 0.293 -1.630 -3.597 -0.035 0.088 -0.019
H 1.575 -2.262 -2.555 0.106 0.014 0.048
H 0.767 1.241 -4.936 0.009 0.001 -0.060
H 1.473 2.483 -3.919 0.031 0.030 0.053
H -0.046 1.702 -3.449 -0.011 -0.069 0.033
H 0.218 0.311 2.482 0.013 -0.070 0.004
H 1.653 0.761 3.416 0.028 0.054 -0.036
H 0.922 -0.821 3.641 0.032 -0.047 0.052
H 0.874 -2.815 1.071 -0.057 0.029 0.051
H 2.430 -3.219 1.788 0.085 0.066 0.091
H 2.338 -2.812 0.083 0.061 0.014 -0.019
H 4.287 0.680 1.805 -0.063 -0.003 0.023
H 4.533 -0.519 0.529 -0.017 -0.046 -0.039
H 4.596 -0.996 2.218 -0.046 -0.098 0.035
H 2.373 4.218 -2.116 0.052 -0.056 0.002
H 1.447 5.260 -1.049 0.032 0.036 0.163
H 0.680 3.849 -1.779 0.000 0.025 -0.032
H 4.536 2.544 -0.424 0.037 0.034 -0.057
H 4.325 2.732 1.320 -0.080 -0.003 0.020
H 4.412 4.147 0.292 -0.126 0.141 -0.108
H 0.490 2.885 2.030 0.072 0.052 0.071
H 0.946 4.584 1.862 -0.024 0.038 -0.054
H 2.047 3.455 2.636 0.045 -0.086 -0.027
Cl -2.012 4.001 1.124 -0.349 0.527 0.389
C -2.349 4.638 -0.496 -0.135 0.258 -0.061
Cl -1.924 3.379 -1.669 -0.218 0.302 -0.825
H -1.741 5.521 -0.671 0.017 -0.106 0.018
H -3.407 4.863 -0.583 0.041 -0.072 -0.005
C -3.286 1.090 2.788 0.084 0.365 0.139
N -3.894 -0.145 2.322 -0.057 -0.004 -0.355
C -3.821 -0.609 1.084 -0.101 -0.550 0.671
S -3.014 0.252 -0.201 1.532 -1.188 -0.659
N -4.361 -1.774 0.766 -0.083 0.159 -0.119
C -5.100 -2.632 1.682 -0.103 -0.061 0.311
H -3.198 1.055 3.871 -0.012 -0.087 -0.008
H -3.892 1.957 2.523 0.027 -0.047 -0.035
H -2.289 1.195 2.356 -0.097 -0.037 0.104
H -4.523 -0.600 2.971 0.013 -0.123 -0.082
H -4.360 -2.024 -0.211 -0.025 0.039 -0.012
H -6.040 -2.175 1.997 -0.003 0.056 -0.071
H -4.499 -2.851 2.566 0.036 -0.041 -0.033
H -5.330 -3.566 1.178 0.037 0.015 -0.020
Se -1.167 -1.617 -0.826 -0.592 0.738 0.208
C -1.554 -3.482 -0.694 -0.565 0.508 0.045
C -1.688 -4.114 0.542 -0.012 0.016 0.300
C -1.904 -5.487 0.549 0.131 0.435 -0.165
N -1.989 -6.179 -0.577 -0.174 -0.777 0.005
C -1.875 -5.593 -1.756 0.242 0.343 0.141
C -1.663 -4.221 -1.871 -0.114 0.115 -0.257
H -1.637 -3.559 1.469 0.075 0.013 0.008
H -2.003 -6.044 1.472 -0.014 0.035 0.037
H -1.950 -6.227 -2.630 -0.027 0.028 -0.026
H -1.600 -3.755 -2.844 0.003 0.035 -0.017
```
Positions in Å, forces in eV/Å.

The gap between HOMO and LUMO (spin up / spin down) is 5.1 / 4.9 eV. As for the total charge: +3. As for the expectation value of S²: 0.78. The max |F| comes out at 2.047 eV/Å. The multiplicity is 2.

The molecule's Mulliken atomic charges, reported in e, are given here: atom 1 (Pd): 0.1077, atom 2 (C): -0.8388, atom 3 (Si): 0.3515, atom 4 (C): -0.9619, atom 5 (C): -0.9382, atom 6 (Ge): 0.2019, atom 7 (Si): 0.3322, atom 8 (C): -0.4786, atom 9 (C): -0.6577, atom 10 (C): -0.7995, atom 11 (Si): 0.4461, atom 12 (C): -0.7889, atom 13 (C): -1.0271, atom 14 (C): -0.7142, atom 15 (H): 0.4572, atom 16 (H): 0.2577, atom 17 (H): 0.1912, atom 18 (H): 0.4954, atom 19 (H): 0.2259, atom 20 (H): 0.3158, atom 21 (H): 0.4556, atom 22 (H): 0.3118, atom 23 (H): 0.1625, atom 24 (H): -0.3457, atom 25 (H): 0.3586, atom 26 (H): 0.4724, atom 27 (H): -0.0731, atom 28 (H): 0.4954, atom 29 (H): 0.3249, atom 30 (H): 0.2127, atom 31 (H): 0.2864, atom 32 (H): 0.4229, atom 33 (H): 0.3452, atom 34 (H): 0.4429, atom 35 (H): 0.1089, atom 36 (H): 0.3471, atom 37 (H): 0.3519, atom 38 (H): 0.4045, atom 39 (H): -0.0515, atom 40 (H): 0.4162, atom 41 (H): 0.3670, atom 42 (Cl): -0.1091, atom 43 (C): -0.4164, atom 44 (Cl): -0.1070, atom 45 (H): 0.3487, atom 46 (H): 0.4138, atom 47 (C): -0.4967, atom 48 (N): -0.1551, atom 49 (C): 0.3522, atom 50 (S): -0.1967, atom 51 (N): -0.0620, atom 52 (C): -1.1706, atom 53 (H): 0.3877, atom 54 (H): 0.3382, atom 55 (H): -0.1293, atom 56 (H): 0.2693, atom 57 (H): 0.3424, atom 58 (H): 0.4098, atom 59 (H): 0.3971, atom 60 (H): 0.3647, atom 61 (Se): 0.1527, atom 62 (C): 0.2945, atom 63 (C): -0.2536, atom 64 (C): -0.5811, atom 65 (N): -0.4437, atom 66 (C): -0.5219, atom 67 (C): -0.2969, atom 68 (H): 0.5934, atom 69 (H): 0.4067, atom 70 (H): 0.4193, atom 71 (H): 0.4553